# 1
10 unconnected molecules or ions with the total composition C32H43Cl14N3O6 in a non-equilibrium geometry, computed with ωB97M-V/def2-TZVPD.

**Multiplicity**: 2
**E_HOMO (alpha / beta)**: -12.0 / -12.0 eV
**Charge**: +1
**Expectation value of S²**: 0.769
**E_LUMO (alpha / beta)**: -4.6 / -8.5 eV

Positions of all 98 atoms, in Å:
Cl 26.18 0.41 -26.75
C 24.40 0.61 -26.82
C 23.88 0.67 -25.39
Cl 22.15 0.94 -25.49
H 23.99 -0.23 -27.38
H 24.26 1.54 -27.38
H 24.36 1.43 -24.78
H 24.06 -0.31 -24.94
Cl 20.31 7.55 -27.17
C 18.73 6.83 -27.27
C 17.95 7.36 -28.47
Cl 18.51 6.68 -29.93
H 18.17 7.18 -26.40
H 18.77 5.74 -27.28
H 17.96 8.45 -28.47
H 16.92 7.04 -28.35
Cl 26.31 3.06 -24.29
C 26.70 3.86 -25.86
C 27.28 5.24 -25.63
Cl 26.11 6.19 -24.61
H 25.75 4.02 -26.37
H 27.31 3.15 -26.41
H 27.42 5.68 -26.62
H 28.30 5.27 -25.24
Cl 16.54 5.14 -21.77
C 15.30 3.89 -21.29
C 15.74 3.38 -19.94
Cl 17.29 2.51 -20.09
H 15.17 3.18 -22.10
H 14.39 4.47 -21.20
H 15.03 2.66 -19.54
H 15.87 4.23 -19.27
Cl 15.51 0.71 -23.29
C 16.50 0.18 -24.69
C 16.77 1.40 -25.68
Cl 18.25 2.31 -25.21
H 15.92 -0.55 -25.26
H 17.43 -0.21 -24.29
H 15.93 2.10 -25.65
H 16.88 1.01 -26.69
Cl 15.48 10.17 -21.73
C 17.17 9.71 -21.39
C 18.09 10.96 -21.39
Cl 17.71 11.99 -19.97
H 17.49 8.88 -22.02
H 17.07 9.26 -20.40
H 17.94 11.52 -22.31
H 19.14 10.69 -21.23
Cl 20.06 5.12 -17.95
C 20.12 5.08 -19.72
C 21.21 6.06 -20.15
Cl 20.57 7.72 -19.87
H 19.12 5.16 -20.14
H 20.48 4.06 -19.88
H 21.36 5.88 -21.21
H 22.19 6.01 -19.66
C 28.16 1.97 -19.13
C 27.22 1.04 -19.53
C 26.06 1.43 -20.06
C 25.64 2.79 -19.98
C 26.55 3.74 -19.49
C 27.80 3.32 -19.06
N 24.30 3.19 -20.43
O 23.84 4.27 -20.07
O 23.72 2.50 -21.22
H 29.15 1.65 -18.84
H 27.50 -0.01 -19.46
H 25.32 0.77 -20.49
H 26.37 4.80 -19.44
H 28.54 3.99 -18.65
C 21.23 0.83 -19.75
C 20.92 1.03 -21.09
C 20.29 0.06 -21.84
C 20.04 -1.17 -21.20
C 20.34 -1.37 -19.82
C 20.93 -0.41 -19.09
N 19.41 -2.25 -22.01
O 18.79 -3.07 -21.40
O 19.48 -2.17 -23.23
H 21.77 1.62 -19.25
H 21.15 1.98 -21.56
H 20.19 0.40 -22.86
H 20.25 -2.32 -19.32
H 21.32 -0.63 -18.11
C 22.16 4.19 -23.60
C 22.69 5.47 -23.76
C 21.76 6.54 -23.79
C 20.36 6.32 -23.69
C 19.93 5.01 -23.46
C 20.79 3.93 -23.41
N 19.38 7.46 -23.81
O 18.23 7.14 -23.80
O 19.90 8.51 -24.09
H 22.91 3.42 -23.75
H 23.76 5.50 -23.90
H 22.11 7.54 -23.97
H 18.89 4.74 -23.41
H 20.42 2.92 -23.35

# 2
A molecular structure, C32H30AsIrN3O3 in a non-equilibrium geometry, computed with ωB97M-V/def2-TZVPD.

**Multiplicity**: 6
**E_HOMO (alpha / beta)**: -16.7 / -19.3 eV
**Charge**: +4
**Expectation value of S²**: 8.812
**E_LUMO (alpha / beta)**: -11.1 / -15.4 eV

Positions of all 70 atoms, in Å:
N -0.36 2.79 0.06
C -0.24 3.94 -0.11
C -0.13 5.36 0.02
H -1.11 5.83 0.01
H 0.56 5.80 -0.71
H 0.30 5.42 1.01
N 2.72 -1.61 -0.79
C 3.44 -2.14 -1.55
C 4.62 -2.93 -1.85
H 5.16 -2.37 -2.65
H 4.24 -3.90 -2.22
H 5.20 -3.04 -0.91
N -2.47 -1.30 -0.04
C -3.57 -1.58 -0.28
C -4.94 -2.03 -0.24
H -4.93 -2.75 0.58
H -5.25 -2.53 -1.18
H -5.59 -1.18 -0.01
Ir 0.81 -0.47 -0.68
C 0.29 -2.02 0.32
O 0.21 -3.03 0.91
C 1.67 0.77 0.46
O 2.26 1.48 1.17
C 0.71 1.22 -2.15
C -0.68 1.27 -2.00
C -1.41 0.13 -2.01
C -0.80 -1.11 -2.23
C 0.53 -1.15 -2.74
C 1.28 0.05 -2.77
H 1.33 2.12 -2.02
H -1.23 2.20 -1.91
H -2.48 0.25 -1.87
H -1.36 -2.05 -2.16
H 0.99 -2.13 -2.94
H 2.34 0.04 -3.03
O -0.94 0.31 1.65
As -0.96 0.52 3.30
C -0.10 -0.91 4.19
C 1.29 -0.90 4.31
C 1.86 -2.00 4.93
C 1.08 -3.10 5.32
C -0.31 -3.02 5.23
C -0.95 -1.92 4.66
C -0.28 2.23 3.77
C 0.72 2.28 4.74
C 1.32 3.50 5.03
C 0.85 4.66 4.42
C -0.25 4.62 3.55
C -0.82 3.39 3.22
C -2.78 0.55 3.88
C -2.97 0.69 5.26
C -4.25 0.65 5.80
C -5.34 0.47 4.93
C -5.15 0.36 3.55
C -3.86 0.40 3.01
H 1.90 -0.05 3.95
H 2.93 -1.98 5.11
H 1.56 -4.01 5.67
H -0.93 -3.83 5.60
H -2.03 -1.83 4.61
H 1.04 1.38 5.24
H 2.15 3.54 5.74
H 1.33 5.61 4.61
H -0.65 5.54 3.11
H -1.66 3.32 2.53
H -2.12 0.84 5.92
H -4.41 0.75 6.88
H -6.34 0.42 5.34
H -6.01 0.24 2.88
H -3.65 0.32 1.94

# 3
17 unconnected molecules or ions with the total composition C43H114N2O19 in a non-equilibrium geometry, computed with ωB97M-V/def2-TZVPD.

**E_HOMO**: -8.5 eV
**E_LUMO**: 0.4 eV

Positions of all 178 atoms, in Å:
C 0.33 -0.75 0.01
C 0.37 0.55 -0.86
O 0.37 0.11 -2.22
N 0.83 1.11 -3.10
C 1.79 0.45 -3.96
O 1.84 0.71 -5.13
O 2.67 -0.43 -3.38
C 3.93 0.27 -3.31
C 4.87 -0.30 -2.25
C 6.02 0.73 -2.10
C 5.57 1.80 -1.09
N 4.78 2.88 -1.67
C 3.66 3.33 -1.03
C 3.13 4.34 -1.75
C 3.95 4.53 -2.91
C 4.94 3.60 -2.80
H -0.68 -0.95 0.36
H 0.59 -1.58 -0.66
H 1.02 -0.70 0.85
H -0.56 1.09 -0.65
H 1.25 1.13 -0.57
H 1.37 1.83 -2.61
H 3.68 1.33 -3.12
H 4.46 0.27 -4.28
H 4.38 -0.48 -1.29
H 5.23 -1.27 -2.61
H 6.91 0.21 -1.72
H 6.25 1.11 -3.10
H 4.99 1.34 -0.30
H 6.49 2.26 -0.68
H 3.26 2.94 -0.10
H 2.26 4.96 -1.55
H 3.81 5.27 -3.69
H 5.78 3.43 -3.47
C -3.49 3.73 -0.10
C -2.49 3.43 1.01
O -1.16 3.55 0.51
H -3.35 3.05 -0.93
H -4.52 3.63 0.27
H -3.35 4.74 -0.48
H -2.62 2.41 1.37
H -2.62 4.12 1.85
H -1.05 4.45 0.19
C -1.31 2.97 -6.01
C -1.17 4.36 -5.41
O -0.69 4.27 -4.07
H -2.00 2.37 -5.42
H -1.69 3.03 -7.04
H -0.35 2.45 -6.02
H -2.13 4.87 -5.38
H -0.47 4.97 -6.00
H 0.16 3.82 -4.10
C 6.12 0.64 3.62
C 5.52 0.88 2.25
O 5.32 -0.35 1.55
H 7.07 0.12 3.53
H 6.28 1.58 4.15
H 5.46 0.01 4.22
H 6.18 1.50 1.64
H 4.55 1.40 2.33
H 4.72 -0.89 2.08
C -3.57 -1.65 -1.05
C -3.80 -0.93 -2.36
O -3.32 0.41 -2.25
H -4.08 -1.14 -0.24
H -3.92 -2.68 -1.10
H -2.50 -1.66 -0.80
H -4.86 -0.89 -2.61
H -3.27 -1.43 -3.18
H -2.38 0.37 -2.04
C 0.94 -3.76 3.75
C 0.80 -2.70 2.67
O 2.09 -2.20 2.29
H 1.44 -3.34 4.62
H -0.04 -4.14 4.04
H 1.55 -4.59 3.40
H 0.21 -1.86 3.02
H 0.31 -3.12 1.78
H 2.60 -2.94 1.96
C 5.73 -1.53 8.21
C 4.40 -1.35 7.51
O 4.54 -1.49 6.10
H 6.45 -0.79 7.84
H 5.63 -1.41 9.29
H 6.15 -2.52 8.00
H 4.00 -0.36 7.70
H 3.67 -2.09 7.87
H 4.88 -2.37 5.92
C -8.43 -0.56 0.24
C -7.40 -0.83 1.31
O -6.08 -0.70 0.80
H -8.30 -1.24 -0.60
H -9.45 -0.67 0.62
H -8.32 0.46 -0.16
H -7.50 -1.85 1.69
H -7.53 -0.14 2.15
H -5.98 0.21 0.48
C -3.68 -6.35 -3.75
C -3.50 -4.97 -3.16
O -3.02 -5.04 -1.82
H -4.37 -6.94 -3.15
H -4.06 -6.29 -4.77
H -2.73 -6.89 -3.76
H -4.46 -4.45 -3.13
H -2.80 -4.38 -3.75
H -2.17 -5.50 -1.84
C -3.26 -6.89 5.46
C -2.26 -6.00 6.17
O -1.81 -4.95 5.32
H -2.82 -7.32 4.56
H -3.60 -7.70 6.10
H -4.13 -6.31 5.14
H -1.39 -6.58 6.47
H -2.71 -5.56 7.07
H -2.58 -4.43 5.07
C -6.46 -8.98 2.81
C -5.32 -9.64 3.56
O -5.52 -9.53 4.97
H -6.54 -7.93 3.09
H -6.31 -9.04 1.73
H -7.41 -9.45 3.06
H -4.37 -9.15 3.32
H -5.24 -10.70 3.29
H -6.35 -9.97 5.17
C 2.50 9.23 -1.98
C 1.48 8.18 -2.40
O 0.98 7.48 -1.27
H 3.33 8.76 -1.45
H 2.89 9.76 -2.84
H 2.05 9.95 -1.29
H 1.94 7.45 -3.07
H 0.64 8.65 -2.93
H 0.57 8.12 -0.69
C -5.42 2.89 -5.64
C -5.28 4.28 -5.03
O -4.80 4.19 -3.70
H -6.11 2.29 -5.05
H -5.80 2.95 -6.66
H -4.46 2.37 -5.65
H -6.24 4.79 -5.01
H -4.58 4.89 -5.62
H -3.94 3.75 -3.72
C -4.30 -3.38 -7.45
C -5.38 -4.43 -7.69
O -5.65 -5.16 -6.49
H -3.38 -3.85 -7.10
H -4.09 -2.83 -8.37
H -4.61 -2.67 -6.68
H -5.05 -5.15 -8.44
H -6.30 -3.96 -8.03
H -5.94 -4.53 -5.83
C 2.11 6.91 3.00
C 2.14 7.64 1.68
O 2.60 8.98 1.86
H 1.46 7.42 3.71
H 1.75 5.88 2.87
H 3.11 6.87 3.45
H 1.14 7.69 1.25
H 2.80 7.14 0.96
H 3.48 8.93 2.24
C 5.84 6.01 1.12
C 5.93 7.40 1.73
O 6.15 7.31 3.14
H 5.04 5.44 1.59
H 5.67 6.06 0.05
H 6.77 5.45 1.30
H 5.00 7.94 1.57
H 6.74 7.97 1.28
H 6.97 6.84 3.28
C 3.05 -8.35 5.24
C 2.86 -7.59 3.94
O 3.35 -6.26 4.05
H 2.53 -7.84 6.05
H 2.66 -9.36 5.16
H 4.11 -8.39 5.51
H 1.80 -7.52 3.68
H 3.38 -8.09 3.12
H 4.29 -6.31 4.26

# 4
C5H4ClFO in the gas phase in a non-equilibrium geometry, computed with ωB97M-V/def2-TZVPD.

**E_HOMO**: -8.9 eV
**Energy above the lowest of the compared OMol25 structures with the same formula, charge and spin**: 209.7 kJ/mol
**SMILES**: FC1=COC=C(Cl)C1
**E_LUMO**: 0.8 eV

Positions of all 12 atoms, in Å:
C -1.23 -0.14 0.21
C -0.89 1.13 0.14
C 1.34 0.80 -0.16
C 1.09 -0.43 -0.02
C -0.14 -1.19 0.16
H -1.56 2.02 -0.14
H 2.19 1.23 -0.24
H 0.08 -1.77 0.95
H -0.38 -1.73 -0.75
O 0.33 1.76 0.04
F 2.10 -1.25 -0.07
Cl -2.94 -0.41 -0.10